The following is a quantum chemistry calculation of a cluster of 2 separate species, C2H7ISi in total, from the Open Molecules 2025 dataset.

XYZ file:
```
11
Properties=species:S:1:pos:R:3:forces:R:3
C -1.526553 -0.913473 0.420202 -0.94 2.16 -1.40
C -0.671086 -0.549189 -0.807199 -0.13 -0.60 1.27
Si 1.750660 1.311005 0.212637 -0.69 -0.43 -0.55
I 3.671986 -0.320883 -0.100763 -0.62 0.94 0.23
H -2.584777 -1.212208 0.113726 1.13 0.48 0.12
H -1.193071 -1.738863 1.026748 0.61 -0.01 0.18
H -1.606620 0.063322 0.969576 -0.17 -1.27 0.13
H -0.693312 0.389159 -1.326719 -0.57 0.33 0.19
H -0.353608 -1.359516 -1.424436 0.54 -0.44 -0.26
H 1.475840 1.779002 1.629238 0.47 -0.27 -0.50
H 1.730542 2.551649 -0.713008 0.38 -0.88 0.59
```
Positions in Å, forces in eV/Å.

lowest unoccupied orbital energy (spin up / spin down) = -0.83 / 0.11 eV
maximum force = 0.053 Eh/bohr
Kohn-Sham gap (spin up / spin down) = 7.4725 / 7.7725 eV
ΔE to the lowest compared entry with this formula, charge and spin = 404.7 kJ/mol

Atomic partial charges in e from the natural (NBO) method, atoms 1 to 6:
1 C -0.69
2 C -0.30
3 Si 0.52
4 I -0.23
5 H 0.22
6 H 0.22